Entry from the Open Molecules 2025 dataset: a 3-piece molecular cluster, C3H8O2S overall in a non-equilibrium geometry (the ωB97M-V functional and the def2-TZVPD basis).

Properties
LUMO (spin up / spin down): -6.93 / -9.63 eV
gap between HOMO and LUMO (spin up / spin down): 8.340 / 4.627 eV
HOMO energy (spin up / spin down): -0.56129 / -0.52393 Ha
energy relative to the best compared isomer or geometry (same formula, charge and spin): 382.1 kJ/mol
net charge: +1
multiplicity: 2

Last column: Löwdin charge in e.
Atoms and positions in Å:
S -0.947571 0.768511 1.611908  1.030
H -0.280481 -1.167061 -0.051676  0.110
C -0.004112 -0.536751 -2.181745  -0.209
O 1.585768 -1.357412 1.823829  -0.064
H 0.751751 1.371758 1.193551  0.257
C -0.749254 0.875164 -0.178806  -0.601
O 0.668483 -0.019972 -2.995507  0.195
H -0.244081 1.784038 -0.564975  0.103
C 0.084212 -0.333781 -0.671845  -0.204
H 0.992027 -0.605587 1.853071  -0.099
H -0.754339 -1.373448 -2.437100  0.179
H -1.728737 1.050487 -0.713347  0.114
H 1.118906 -0.138067 -0.416234  0.110
H 1.425541 -1.975261 2.564291  0.078

Cartesian forces (eV/Å) of the 3 atoms listed first:
S 4.446 1.880 -2.080
H 0.418 -0.407 -1.001
C -1.571 -2.110 -0.244

---

Entry from the Open Molecules 2025 dataset: a 7-piece molecular cluster, C40H78F6N8O9S2 overall in a non-equilibrium geometry (the ωB97M-V functional and the def2-TZVPD basis).

Properties
LUMO (spin up / spin down): -12.68 / -15.29 eV
gap between HOMO and LUMO (spin up / spin down): 7.623 / 5.017 eV
HOMO energy (spin up / spin down): -0.74618 / -0.74618 Ha
net charge: +5
multiplicity: 2

Last column: Löwdin charge in e.
Atoms and positions in Å:
C 3.527346 -3.966428 -2.058318  -0.102
O -3.925077 2.991408 -5.718033  -0.224
O 0.467349 -1.691880 1.275836  -0.030
C -2.001886 -4.855594 3.783168  0.022
F -6.839469 1.817504 -5.357965  0.197
C 1.834007 1.511665 5.513370  -0.032
C 4.323690 0.391216 -2.511230  -0.161
H 5.725510 -2.497472 -1.073581  0.136
H -2.752431 0.810485 1.636727  0.106
H 5.201102 -7.074561 -1.423265  0.099
H 5.498059 -4.772483 -2.229740  0.118
H 2.575837 -4.369716 -1.711782  0.123
C 5.106968 -1.955913 -1.789280  -0.064
H 3.558075 -6.732699 -1.089247  0.072
H 5.440899 -1.971828 4.070960  0.102
H -0.373674 4.936522 1.399908  0.093
C 2.321993 4.449769 0.869734  -0.076
H -0.896776 6.313426 3.810213  0.096
H -1.181823 -5.562800 3.907577  0.120
H 4.187584 -0.108598 5.245736  0.144
H -1.625509 3.836259 2.852360  0.078
C 2.730038 -1.646481 -2.574183  -0.092
C 3.258830 -0.667155 5.129405  -0.096
N -4.751117 -3.812246 -4.216174  -0.055
C 5.200377 -0.449930 -1.633038  -0.179
O -2.912529 2.819982 1.482460  -0.175
H -3.649326 -1.030524 -0.455472  0.075
H 0.324932 0.137989 3.345175  0.107
H 4.850433 -4.690938 -0.519585  0.105
C 1.672555 3.209617 1.541854  -0.225
H 3.624977 -4.079532 -3.138024  0.135
C 4.474529 -2.470628 4.144728  -0.106
N -2.349708 -4.698668 2.374249  -0.076
C 0.156365 5.784264 0.965733  -0.120
H -2.925348 2.745879 3.543825  0.105
H 1.743216 -1.901620 -2.187951  0.113
H 2.851727 5.971296 3.180414  0.140
S -4.273256 2.317054 -4.456823  0.732
H 0.211499 -0.445900 4.844187  0.161
H -6.356705 -2.857868 -3.430783  0.156
H -0.629991 7.816454 1.092731  0.117
F 0.021321 -0.394743 -5.129510  0.127
C -3.026538 -4.517458 -2.673005  0.055
C 2.550685 2.064599 1.127644  -0.114
C 2.210389 0.390497 4.575670  -0.264
H -3.091567 -5.085449 -4.721372  0.157
F -1.421238 -1.139794 -3.684468  0.132
C -4.155490 -4.565346 0.814011  0.082
H 1.388183 5.022520 3.231431  0.098
H 2.763111 2.038007 0.058885  0.077
C -1.395022 -4.310978 1.445214  0.059
H 2.886981 -1.951918 -3.608678  0.141
H 2.348458 0.275049 -1.637841  0.083
C -1.823834 -4.108672 0.107931  0.070
H 4.456141 -3.090514 5.041116  0.106
H -5.401246 -0.329171 -0.403483  0.106
C 1.791432 5.988734 2.928253  -0.081
F -6.100245 0.514038 -3.639829  0.088
H 4.385335 1.429075 -2.183901  0.118
H 5.112218 -0.129148 -0.595040  0.115
S -1.959877 1.310742 -4.914399  0.607
H -1.044051 7.958886 3.591612  0.121
C -5.796788 1.125281 -4.843002  -0.545
C -0.782874 -0.035164 -4.094888  -0.576
H -0.391066 -4.149241 1.808944  0.136
C 3.179406 -2.375102 -0.195603  0.021
H 3.321672 4.607613 1.274489  0.139
H -4.394788 1.459736 1.864928  0.145
O -0.169958 0.271631 1.188067  -0.042
H 3.968236 -6.658027 -2.690730  0.086
H 1.973177 1.142695 1.196102  0.042
H 1.354877 1.162565 6.428062  0.101
N 3.639649 -2.458369 -1.623744  -0.236
F -5.332909 0.257128 -5.724507  0.148
N 0.866838 -0.261328 4.098154  0.236
H -1.939478 0.511658 -0.939859  0.096
O -1.273209 2.563711 -4.865244  -0.111
H 3.417457 2.019904 1.787052  0.092
F -0.073522 0.649321 -3.168038  0.105
C 2.304110 6.886246 0.514875  0.043
H -1.529666 2.124685 2.820075  0.058
C -3.785759 1.203120 -0.245505  -0.222
C -5.450804 -3.835773 -5.567704  0.078
H 2.195651 6.612432 -0.534586  0.103
C -3.223939 -4.178854 -0.185205  -0.123
H 1.420734 8.125793 2.981984  0.116
H 2.821481 1.896641 5.767904  0.104
C -3.586908 -4.482135 -3.975018  0.058
H 4.685546 0.340278 -3.538149  0.128
H 0.771588 2.960422 0.981269  0.099
H 2.185960 -2.781087 -0.004972  0.088
H -1.736724 6.568653 1.566598  0.115
H 1.436260 7.377158 4.508234  0.129
C -3.657813 -3.973671 -1.564306  -0.162
H 2.320171 0.315351 -3.372483  0.106
H -2.763754 1.252199 -1.990465  0.058
H 2.631689 0.699139 3.618931  0.123
H 4.578528 -3.166750 3.312442  0.086
H -2.808398 -5.267490 4.389782  0.118
C 4.388889 -6.409373 -1.716400  -0.086
C -4.924397 -3.457668 -1.834035  0.042
O 3.321338 -1.685687 4.075573  -0.204
C 4.646737 -4.920839 -1.565407  -0.238
H -4.445269 1.988712 -0.614294  0.155
H 4.091793 -2.759989 0.259928  0.104
N 0.062958 -0.740950 0.600350  -0.643
H -4.798707 -4.156190 -6.380233  0.116
H 1.938070 7.900867 0.671875  0.108
H 1.522737 3.279057 2.619276  0.099
C -3.489009 1.521037 1.261673  -0.143
O -4.810222 3.123340 -3.406766  -0.243
H -5.480857 -2.926305 -1.076132  0.122
H 5.311120 -2.230463 -2.824195  0.150
H -4.458895 -0.243106 -1.722800  0.054
H 1.149438 2.272566 5.138529  0.081
H -1.606807 -3.895486 4.115127  0.110
C 2.846947 -0.119686 -2.523160  -0.157
N -2.499451 1.348342 -1.020415  0.223
H 6.246029 -0.207657 -1.822849  0.139
N -3.064737 1.198956 -3.817877  -0.186
H -1.169505 -3.877325 -0.719551  0.119
H 3.366468 6.961509 0.746896  0.112
H -1.832806 2.103280 -0.944603  0.174
C -0.470958 7.115235 3.206999  -0.122
H 3.122270 -1.313859 0.046455  0.090
H 0.129028 5.800578 -0.123797  0.138
O -0.305329 -0.755833 -0.538917  -0.016
H -2.057259 -4.991299 -2.624308  0.134
C -4.343693 -0.210684 -0.639379  -0.009
H 2.926960 -0.989997 6.116185  0.142
H 1.258239 -1.150701 3.822610  0.117
C -5.427274 -3.334945 -3.157007  0.034
C -0.690611 6.868695 1.627687  -0.135
C -2.239788 2.945577 2.720267  -0.086
N 1.633683 5.764788 1.401758  -0.224
C 1.070444 7.228569 3.492268  -0.127
H -6.277782 -4.511224 -5.348702  0.124
O -2.162168 0.691199 -6.231348  -0.122
H 2.219005 4.478195 -0.215022  0.136
C -3.697315 -4.776694 2.117248  0.062
H -5.811194 -2.868120 -5.916784  0.106
H -5.208952 -4.490835 0.588042  0.135
H -4.272259 -4.994233 3.005234  0.152

Cartesian forces (eV/Å) of the 3 atoms listed first:
C 0.836 -0.795 -0.005
O 0.129 -2.318 2.629
O 1.050 -1.928 -0.621

---

Entry from the Open Molecules 2025 dataset: a 6-piece molecular cluster, C12H37O6 overall in a non-equilibrium geometry (the ωB97M-V functional and the def2-TZVPD basis).

Properties
LUMO: -2.47 eV
gap between HOMO and LUMO: 9.869 eV
HOMO energy: -0.45357 Ha
energy relative to the best compared isomer or geometry (same formula, charge and spin): 148.8 kJ/mol
net charge: +1

Last column: Löwdin charge in e.
Atoms and positions in Å:
C -0.956217 -3.941382 0.001757  -0.062
C -0.444710 -0.318497 -4.052597  -0.487
C 1.198992 0.774795 4.485044  -0.262
H 0.836984 -1.840405 -0.144379  0.076
H -0.181677 -4.177537 -0.728371  0.080
H 1.278747 2.605119 -0.005995  0.083
C -0.336445 -2.927395 0.985633  -0.250
H 0.566334 -3.387825 1.382324  0.117
C 2.218926 2.493557 0.534905  -0.049
C 3.565417 1.470462 -1.289214  -0.047
H 2.914852 1.171364 -2.108614  0.074
H 2.777080 3.413186 0.368611  0.089
H -3.981162 -1.839791 -0.970542  0.085
C -0.298209 0.319074 -2.683714  -0.048
H -2.529053 -1.345126 -0.394060  0.047
O 0.187697 -1.613069 -4.034432  -0.059
O 0.093762 0.276279 3.705295  -0.098
H 2.004890 2.439256 1.606977  0.064
H -0.417387 -0.440351 -1.915921  0.054
O -0.024861 -1.711515 0.262294  -0.135
H 3.825431 1.117541 0.856492  0.141
H 1.635142 -0.084737 4.998575  0.120
H -0.556387 -0.119948 4.292619  0.112
H -4.731245 -0.517747 0.763161  0.115
H -1.075553 1.077615 -2.567572  0.085
H 0.660158 0.841474 -2.653426  0.064
O 2.221208 0.096617 0.195951  -0.084
H 1.654906 2.160554 6.027767  0.086
H 4.417839 0.780786 -1.400133  0.090
H -1.044625 -2.614301 1.748809  0.110
C 3.046063 1.282429 0.107531  -0.449
C 0.759809 1.813522 5.503045  -0.076
H 1.993634 1.148315 3.841332  0.110
H 2.604152 -0.588821 -0.362180  0.094
H 0.121743 1.370068 6.270439  0.079
H -0.378216 -2.188418 -4.555350  0.087
H -0.422498 1.448960 -5.390034  0.081
H -1.262538 -4.824837 0.558986  0.082
O -3.200698 0.874799 0.751529  -0.119
H -1.301861 0.656192 1.162289  0.120
H -3.644834 1.072998 1.584926  0.089
H -4.812010 0.791071 -0.516192  0.119
H -3.259192 -0.404636 -1.795188  0.075
O -0.336464 0.875032 1.200797  0.194
C -4.195025 0.073367 0.016850  -0.232
H 0.132010 0.168548 0.668681  0.113
H -0.109612 -0.038285 -6.187905  0.078
H 4.008076 2.452840 -1.436940  0.090
C 0.085248 0.492550 -5.258102  -0.045
H 1.150105 0.595871 -5.043823  0.079
H -1.500853 -0.484152 -4.306182  0.128
H -1.782200 -3.502714 -0.552841  0.058
C -3.420115 -0.907340 -0.842775  -0.072
H -0.022362 0.945061 2.161210  0.123
H 0.266811 2.719524 5.152654  0.080

Cartesian forces (eV/Å) of the 3 atoms listed first:
C 0.539 0.692 0.509
C -0.857 -0.340 -1.265
C -0.213 -0.072 0.845

---

Entry from the Open Molecules 2025 dataset: a 4-piece molecular cluster, C4H12O4 overall in a non-equilibrium geometry (the ωB97M-V functional and the def2-TZVPD basis).

Properties
LUMO: 0.36 eV
gap between HOMO and LUMO: 8.586 eV
HOMO energy: -0.30247 Ha
energy relative to the best compared isomer or geometry (same formula, charge and spin): 279.8 kJ/mol
structure (SMILES): C=C/C=C/O.O.O.O

Last column: Löwdin charge in e.
Atoms and positions in Å:
H 2.804995 0.176876 2.033481  0.088
H 2.709024 -1.970949 3.051144  0.024
H -1.583435 1.212703 -1.936399  0.121
H 1.533718 -0.302243 -1.040141  0.065
C -1.981398 1.757927 0.191720  -0.204
H -3.305156 3.528051 0.547915  0.032
C -1.148403 1.235125 -0.914958  -0.102
C 0.041600 0.651742 -0.574602  -0.201
H -1.892405 1.205204 1.195210  0.122
H 2.988772 -3.399532 3.295675  0.027
H 0.488649 0.640598 0.401814  0.087
O 2.667588 -2.645314 3.806015  -0.099
O 0.826089 0.092935 -1.511996  0.030
H -0.975096 -2.033366 -3.759554  0.057
C -2.630403 2.920033 0.004034  -0.015
H 1.448683 -0.352948 1.521028  0.024
O 2.395300 -0.539090 1.484018  -0.059
O -1.501089 -1.895001 -2.950875  -0.021
H -2.229357 -1.398366 -3.122973  -0.032
H -2.779863 3.196775 -1.041647  0.053

Cartesian forces (eV/Å) of the 3 atoms listed first:
H -0.499 -0.853 -0.774
H -0.338 -0.879 1.590
H 0.776 0.091 0.739